# C18H9Br4N6O2ReS3

A molecular structure, C18H9Br4N6O2ReS3 (ωB97M-V/def2-TZVPD, the OMol25 dataset).

CARTESIAN COORDINATES (ANGSTROEM)
Re: -0.31 -0.49 0.09
C: 1.05 0.67 4.08
C: 0.47 0.56 2.71
N: 0.74 -0.39 1.88
N: 1.70 -1.30 2.24
C: 1.89 -2.23 1.35
N: 2.82 -3.18 1.62
S: 1.09 -2.38 -0.21
C: -0.47 1.55 2.21
C: -0.86 2.68 2.92
C: -1.70 3.59 2.31
C: -2.13 3.37 1.01
C: -1.75 2.20 0.38
N: -0.94 1.32 0.96
H: 1.68 -0.19 4.28
H: 0.24 0.68 4.81
H: 1.63 1.59 4.19
H: 3.17 -3.22 2.56
H: 2.89 -3.98 1.03
H: -0.51 2.82 3.93
H: -2.02 4.48 2.85
H: -2.80 4.05 0.51
H: -2.11 1.93 -0.61
Br: -0.86 1.14 -6.71
C: -0.27 1.04 -4.92
C: 0.90 1.67 -4.53
Br: 1.94 2.64 -5.77
C: 1.33 1.59 -3.20
Br: 2.89 2.42 -2.57
C: 0.58 0.87 -2.27
O: 0.90 0.76 -0.99
C: -0.60 0.22 -2.67
O: -1.26 -0.44 -1.73
C: -1.02 0.31 -3.99
Br: -2.63 -0.56 -4.43
S: -2.17 -1.41 0.91
C: -2.34 -1.00 2.62
C: -1.49 -1.67 3.54
N: -0.79 -2.24 4.26
C: -3.24 -0.04 3.04
S: -4.32 0.83 2.07
C: -3.22 0.29 4.45
N: -3.22 0.57 5.56

## Properties
Relative energy (zero: lowest compared OMol25 entry of this formula, charge and spin)   0.0 kcal/mol
Gap between HOMO and LUMO (alpha / beta)   0.2161 / 0.2260 hartree
2S+1   2
Net charge   -1
Expectation value of S²   0.766
DFT total energy   -346657.182 eV
LUMO level (alpha / beta)   1.095 / 1.351 eV



# C18H9Cl5N2OPt

A molecular structure, C18H9Cl5N2OPt (ωB97M-V/def2-TZVPD, the OMol25 dataset).

CARTESIAN COORDINATES (ANGSTROEM)
Pt: 0.52 0.58 -0.21
Cl: 5.93 -1.42 3.98
C: 4.47 -1.34 3.08
C: 4.21 -0.25 2.26
Cl: 5.34 1.04 2.11
C: 3.02 -0.21 1.56
Cl: 2.67 1.15 0.51
C: 2.04 -1.20 1.60
O: 0.94 -1.15 0.93
C: 2.33 -2.30 2.45
Cl: 1.15 -3.54 2.54
C: 3.51 -2.36 3.17
Cl: 3.82 -3.72 4.18
C: -3.78 -3.13 -0.23
C: -4.36 -1.95 -0.68
C: -3.59 -0.83 -0.89
C: -2.22 -0.88 -0.64
C: -1.63 -2.05 -0.18
C: -2.42 -3.18 0.02
N: -1.39 0.27 -0.86
N: -1.92 1.18 -1.54
C: -1.11 2.28 -1.75
C: -1.59 3.36 -2.50
C: -0.76 4.43 -2.71
C: 0.53 4.41 -2.19
C: 1.00 3.34 -1.45
C: 0.18 2.24 -1.21
H: -4.40 -4.01 -0.07
H: -5.43 -1.90 -0.87
H: -4.03 0.09 -1.23
H: -0.57 -2.10 0.03
H: -1.96 -4.09 0.37
H: -2.60 3.33 -2.88
H: -1.10 5.29 -3.28
H: 1.19 5.26 -2.37
H: 2.02 3.37 -1.07

## Properties
Relative energy (zero: lowest compared OMol25 entry of this formula, charge and spin)   0.0 kcal/mol
Gap between HOMO and LUMO   0.2563 hartree
DFT total energy   -89698.100 eV
LUMO level   -1.285 eV



# C18H9F7NRhS

A molecular structure, C18H9F7NRhS (ωB97M-V/def2-TZVPD, the OMol25 dataset).

CARTESIAN COORDINATES (ANGSTROEM)
Rh: -0.60 0.22 -0.04
C: -3.36 -0.52 -3.43
C: -3.34 0.73 -4.08
C: -2.56 1.73 -3.57
C: -1.79 1.51 -2.40
N: -1.82 0.26 -1.77
C: -2.59 -0.69 -2.30
C: -0.96 2.45 -1.78
C: -0.78 3.79 -2.25
C: 0.06 4.63 -1.61
C: 0.79 4.22 -0.44
C: 0.64 2.94 0.05
C: -0.22 2.02 -0.56
H: -3.96 -1.34 -3.80
H: -3.93 0.90 -4.97
H: -2.53 2.70 -4.05
H: -2.59 -1.64 -1.78
H: -1.32 4.14 -3.13
H: 0.19 5.64 -1.97
H: 1.46 4.92 0.04
H: 1.19 2.65 0.94
F: -1.15 -6.06 2.93
C: -0.55 -5.17 2.16
C: -1.28 -4.09 1.66
F: -2.56 -3.96 1.96
C: -0.63 -3.19 0.86
F: -1.30 -2.15 0.37
C: 0.73 -3.30 0.51
S: 1.46 -2.14 -0.50
C: 1.42 -4.40 1.05
F: 2.70 -4.58 0.77
C: 0.79 -5.32 1.86
F: 1.46 -6.36 2.35
F: 0.26 1.16 2.57
C: 0.55 0.21 1.61
F: 1.91 0.34 1.36
H: 0.46 -0.76 2.15

## Properties
Relative energy (zero: lowest compared OMol25 entry of this formula, charge and spin)   35.9 kcal/mol
Gap between HOMO and LUMO (alpha / beta)   0.1891 / 0.1937 hartree
2S+1   5
Expectation value of S²   6.061
DFT total energy   -53161.815 eV
LUMO level (alpha / beta)   -0.081 / -3.128 eV



# C18H9N2O7PtS

A molecular structure, C18H9N2O7PtS (ωB97M-V/def2-TZVPD, the OMol25 dataset).

CARTESIAN COORDINATES (ANGSTROEM)
Pt: -0.80 -0.77 1.41
O: 2.45 -4.01 -2.80
C: 1.77 -3.33 -2.06
C: 2.18 -2.03 -1.41
O: 3.27 -1.49 -1.51
C: 1.04 -1.60 -0.62
C: 0.01 -2.57 -0.64
O: -1.05 -2.52 0.04
C: 0.39 -3.67 -1.54
O: -0.23 -4.68 -1.80
O: 1.00 -0.53 0.10
S: -0.50 -1.97 3.42
C: 1.07 -1.52 2.89
N: 1.64 -0.35 3.30
C: 2.85 0.10 2.85
C: 3.62 -0.69 2.06
C: 3.13 -1.97 1.71
C: 1.91 -2.38 2.14
H: 1.05 0.27 3.84
H: 3.12 1.09 3.17
H: 4.56 -0.32 1.68
H: 3.73 -2.61 1.08
H: 1.49 -3.34 1.84
O: -1.60 -0.34 -1.84
C: -1.82 0.60 -1.12
N: -1.63 0.69 0.26
C: -1.92 1.94 0.72
O: -1.80 2.31 1.88
C: -2.39 2.76 -0.44
C: -2.81 4.07 -0.52
C: -3.18 4.55 -1.77
C: -3.12 3.74 -2.90
C: -2.69 2.42 -2.81
C: -2.33 1.95 -1.56
H: -2.86 4.69 0.37
H: -3.52 5.57 -1.87
H: -3.41 4.15 -3.86
H: -2.63 1.77 -3.68

## Properties
Relative energy (zero: lowest compared OMol25 entry of this formula, charge and spin)   74.3 kcal/mol
Gap between HOMO and LUMO (alpha / beta)   0.1960 / 0.1963 hartree
Net charge   -1
DFT total energy   -50207.109 eV
LUMO level (alpha / beta)   1.222 / 1.223 eV



# C19H12BeN3O4S

A molecular structure, C19H12BeN3O4S (ωB97M-V/def2-TZVPD, the OMol25 dataset).

CARTESIAN COORDINATES (ANGSTROEM)
Be: 0.48 -0.60 0.43
O: -0.38 -2.25 3.85
C: -0.25 -1.88 2.70
N: 0.48 -0.82 2.15
C: 1.71 -0.51 2.78
O: 1.94 -0.33 3.99
C: 2.72 -0.27 1.69
C: 4.09 0.05 1.93
C: 4.92 0.12 0.82
C: 4.30 0.16 -0.46
C: 2.96 -0.14 -0.63
N: 2.23 -0.42 0.44
C: -1.09 -2.38 1.54
C: -2.20 -3.23 1.73
C: -2.94 -3.69 0.58
C: -2.52 -3.17 -0.64
C: -1.43 -2.34 -0.77
N: -0.73 -1.94 0.35
H: 4.42 0.22 2.94
H: 5.99 0.05 1.02
H: 4.88 0.42 -1.37
H: 2.48 -0.29 -1.59
H: -2.33 -3.60 2.72
H: -3.87 -4.26 0.70
H: -3.17 -3.40 -1.50
H: -1.21 -1.86 -1.72
O: 1.17 1.21 -2.50
C: 0.27 1.10 -1.68
O: 0.06 0.11 -0.90
C: -0.76 2.15 -1.60
C: -1.01 2.91 -2.76
C: -2.15 3.64 -2.92
C: -3.08 3.64 -1.89
C: -2.86 3.00 -0.72
C: -1.65 2.31 -0.50
S: -1.32 1.83 1.10
H: -0.26 3.03 -3.58
H: -2.29 4.24 -3.79
H: -3.99 4.19 -2.01
H: -3.61 2.99 0.07

## Properties
Relative energy (zero: lowest compared OMol25 entry of this formula, charge and spin)   15.1 kcal/mol
Gap between HOMO and LUMO   0.1878 hartree
Net charge   -1
DFT total energy   -43800.408 eV
LUMO level   2.111 eV



# C19H12N6O4SSr

A molecular structure, C19H12N6O4SSr (ωB97M-V/def2-TZVPD, the OMol25 dataset).

CARTESIAN COORDINATES (ANGSTROEM)
N: 4.06 -1.01 1.43
C: 3.78 0.33 0.79
N: 5.06 0.86 0.17
N: 3.41 1.25 1.91
C: 2.69 0.24 -0.41
C: 1.40 1.18 -0.22
C: 1.29 2.67 -0.77
N: 2.44 3.29 -1.54
C: 2.35 2.87 -2.79
O: 2.48 2.61 -4.00
C: -0.01 3.56 -0.53
C: -1.30 2.99 0.22
C: -1.18 1.50 0.73
C: 0.13 0.62 0.52
C: 0.06 -0.90 1.10
O: 1.03 -1.45 1.70
C: -1.37 -1.64 0.84
C: -1.42 -3.15 0.39
C: -2.88 -3.74 0.12
N: -2.91 -5.16 -0.35
C: -2.13 -5.21 -1.43
O: -1.13 -5.15 -2.18
C: -4.20 -2.86 0.30
C: -4.13 -1.34 0.77
N: -5.33 -0.46 0.92
C: -5.47 0.30 -0.13
S: -5.62 1.21 -1.55
C: -2.68 -0.76 1.03
C: -2.44 0.79 1.48
O: -3.15 1.37 2.36
H: 5.04 -1.30 1.23
H: 3.48 -1.72 0.96
H: 5.33 0.11 -0.51
H: 4.85 1.69 -0.43
H: 2.48 0.98 2.30
H: 3.39 2.20 1.53
H: 3.21 0.60 -1.39
H: 2.33 -0.84 -0.63
H: -0.11 4.64 -0.92
H: -2.26 3.58 0.39
H: -0.50 -3.83 0.24
H: -5.25 -3.27 0.08
Sr: -4.91 2.48 -3.86

## Properties
Gap between HOMO and LUMO   0.1130 hartree
Net charge   +2
DFT total energy   -48666.826 eV
LUMO level   -9.753 eV